Molecular formula: C40H62FeN3PS2SbSi4
Method: DFT, ωB97M-V with the def2-TZVPD basis set

Positions of all 114 atoms, in Å:
Fe 0.880 -0.683 0.096
C 2.204 -1.487 1.373
Si 2.029 -0.848 3.099
C 1.266 0.835 2.783
N 0.396 0.873 1.574
C -0.995 0.402 1.869
C -2.019 1.494 2.196
C -1.388 2.638 2.982
C -0.210 3.234 2.187
C 0.312 2.276 1.109
C 1.038 -1.845 4.339
C 0.025 -1.292 5.124
C -0.678 -2.062 6.042
C -0.377 -3.407 6.191
C 0.639 -3.976 5.434
C 1.339 -3.199 4.523
C 3.706 -0.542 3.886
C 4.707 0.113 3.161
C 5.948 0.375 3.719
C 6.216 -0.017 5.023
C 5.240 -0.667 5.762
C 3.997 -0.925 5.198
H 2.252 -2.567 1.241
H 3.201 -1.131 1.103
H 2.117 1.495 2.585
H 0.753 1.257 3.650
H -0.916 -0.334 2.669
H -1.362 -0.114 0.988
H -2.857 1.044 2.730
H -2.419 1.892 1.258
H -1.049 2.270 3.954
H -2.132 3.408 3.191
H 0.590 3.530 2.865
H -0.531 4.142 1.674
H 1.295 2.582 0.756
H -0.353 2.285 0.248
H -0.226 -0.241 5.023
H -1.462 -1.614 6.639
H -0.927 -4.011 6.902
H 0.885 -5.024 5.557
H 2.139 -3.653 3.946
H 4.522 0.420 2.135
H 6.708 0.880 3.136
H 7.186 0.182 5.461
H 5.446 -0.975 6.779
H 3.244 -1.433 5.790
S 2.585 0.075 -1.048
C 2.339 -1.268 -2.118
S 0.886 -2.120 -1.696
C 3.206 -1.614 -3.121
C 2.946 -2.747 -3.949
N 2.735 -3.665 -4.611
C 4.411 -0.877 -3.331
N 5.379 -0.271 -3.477
C -3.229 3.864 -3.818
Si -2.670 3.108 -2.200
C -2.087 4.498 -1.063
C -4.170 2.263 -1.447
Sb -0.798 1.365 -2.345
Si -1.466 -0.013 -4.405
C 0.044 -0.687 -5.258
C -2.472 0.946 -5.663
C -2.507 -1.390 -3.715
Si 1.068 2.928 -3.178
C 0.373 4.363 -4.165
C 2.260 2.032 -4.285
C 1.899 3.682 -1.678
H -3.952 4.667 -3.643
H -3.711 3.121 -4.451
H -2.389 4.286 -4.366
H -2.873 4.765 -0.352
H -1.853 5.391 -1.647
H -1.195 4.234 -0.496
H -5.023 2.949 -1.481
H -4.006 1.986 -0.404
H -4.440 1.360 -1.998
H 0.571 0.089 -5.813
H -0.270 -1.457 -5.969
H 0.743 -1.149 -4.560
H -1.981 1.879 -5.946
H -3.470 1.179 -5.290
H -2.588 0.339 -6.565
H -1.920 -1.976 -3.004
H -2.851 -2.058 -4.510
H -3.383 -1.002 -3.192
H -0.180 4.008 -5.037
H 1.198 4.984 -4.524
H -0.286 4.995 -3.568
H 1.772 1.764 -5.223
H 2.673 1.132 -3.838
H 3.098 2.694 -4.520
H 1.180 4.273 -1.106
H 2.699 4.355 -2.002
H 2.337 2.924 -1.030
C -1.625 -2.890 2.504
P -0.608 -2.669 0.986
C 0.340 -4.228 1.037
C -1.936 -3.041 -0.222
C -1.852 -4.096 -1.126
C -2.936 -4.421 -1.933
C -4.113 -3.697 -1.848
C -4.197 -2.623 -0.972
C -3.116 -2.294 -0.173
H -2.325 -2.069 2.652
H -0.979 -2.961 3.375
H -2.194 -3.814 2.391
H -0.345 -5.075 1.084
H 0.953 -4.216 1.938
H 0.992 -4.308 0.169
H -0.944 -4.679 -1.205
H -2.854 -5.246 -2.629
H -4.957 -3.955 -2.474
H -5.109 -2.042 -0.909
H -3.206 -1.462 0.518

- Orbital gap (alpha / beta): 6.91 / 7.75 eV
- 2S+1: 2

=====

Molecular formula: C40H62N5O4S2Si2
Method: DFT, ωB97M-V with the def2-TZVPD basis set

Positions of all 115 atoms, in Å:
C -4.428 2.684 6.099
C -3.242 3.775 6.366
C -1.887 3.604 5.476
C -1.731 2.218 4.637
C -2.168 2.251 3.067
C -3.253 3.228 2.337
N -3.999 4.270 3.136
C -3.514 5.556 2.863
O -2.628 6.547 2.569
C -3.653 3.136 0.715
C -4.767 4.173 0.021
C -4.031 5.573 -0.522
N -2.564 5.334 -0.905
C -2.923 1.988 -0.223
C -1.823 0.981 0.477
C -1.444 1.107 2.083
C -0.331 0.007 2.640
O -0.391 -0.597 3.838
C 0.897 -0.365 1.568
C 2.444 -0.573 2.115
C 2.942 -0.402 3.668
C 2.956 1.164 4.209
C 3.829 2.191 3.277
S 5.628 2.111 3.893
C 6.540 3.319 2.737
S 8.027 2.780 2.110
N 5.876 4.652 2.471
C 5.574 5.401 3.754
C 6.892 5.546 4.740
C 6.662 5.523 1.514
C 6.500 5.055 -0.080
C 3.574 -0.953 0.969
C 3.176 -1.100 -0.648
C 4.478 -1.435 -1.644
C 4.813 -0.024 -2.419
N 5.524 1.008 -1.521
C 1.628 -0.892 -1.221
C 1.257 -1.009 -2.814
C 1.213 -2.740 -3.239
C 0.597 -3.060 -4.831
O -0.212 -3.353 -3.430
C 0.498 -0.513 -0.049
C -1.093 -0.219 -0.423
O -1.774 -0.905 -1.382
H -3.999 1.629 6.456
H -4.742 2.536 4.982
H -5.364 2.924 6.759
H -3.709 4.848 6.131
H -3.026 3.785 7.540
H -0.972 3.654 6.242
H -1.761 4.569 4.796
H -2.239 1.264 5.147
H -0.565 1.955 4.646
H -5.299 3.633 -0.883
H -5.540 4.529 0.857
H -4.099 6.449 0.259
H -4.584 5.973 -1.501
H -1.930 5.644 -0.127
H -2.331 5.935 -1.726
H -3.234 1.899 -1.363
H 3.981 -0.943 3.900
H 2.151 -0.962 4.360
H 3.478 1.154 5.282
H 1.863 1.614 4.343
H 3.733 2.024 2.123
H 3.471 3.298 3.534
H 4.698 4.903 4.392
H 5.211 6.503 3.518
H 6.820 6.497 5.458
H 7.908 5.686 4.131
H 7.036 4.603 5.439
H 6.197 6.601 1.572
H 7.805 5.646 1.810
H 7.548 4.752 -0.512
H 6.039 5.946 -0.726
H 5.726 4.153 -0.145
H 4.709 -1.114 1.299
H 5.415 -1.727 -0.968
H 4.287 -2.350 -2.348
H 5.413 -0.167 -3.436
H 3.762 0.480 -2.672
H 5.516 1.920 -2.069
H 4.854 1.210 -0.720
H 2.100 -0.647 -3.542
H 0.183 -0.617 -3.097
H 2.151 -3.463 -2.823
H -0.276 -2.350 -5.155
H 0.925 -4.058 -5.381
C -7.144 -7.397 -5.648
Si -5.276 -7.431 -5.341
C -4.471 -7.019 -6.985
C -4.858 -9.199 -4.882
N -4.863 -6.293 -4.083
Si -3.200 -6.103 -3.582
C -2.089 -5.499 -4.968
C -2.476 -7.678 -2.866
C -3.093 -4.800 -2.213
H -7.405 -8.108 -6.433
H -7.690 -7.667 -4.739
H -7.465 -6.398 -5.966
H -4.902 -7.636 -7.780
H -3.398 -7.214 -6.973
H -4.636 -5.969 -7.247
H -5.256 -9.453 -3.896
H -3.780 -9.378 -4.885
H -5.300 -9.892 -5.611
H -1.922 -6.269 -5.723
H -1.109 -5.221 -4.569
H -2.517 -4.617 -5.454
H -3.139 -8.098 -2.100
H -1.511 -7.469 -2.395
H -2.303 -8.433 -3.632
H -3.678 -5.100 -1.341
H -3.449 -3.831 -2.567
H -2.050 -4.683 -1.898

- Orbital gap: 2.46 eV
- Charge: -1

=====

Molecular formula: C40H63F24O10PS2Si2
Method: DFT, ωB97M-V with the def2-TZVPD basis set

Positions of all 142 atoms, in Å:
C 4.158 0.470 3.748
C 5.464 0.562 3.038
Si 5.526 1.694 1.434
O 5.958 3.313 2.040
C 4.977 4.321 1.606
C 3.756 4.462 2.725
C 2.457 5.270 2.100
C 2.831 6.846 1.781
O 4.033 1.655 0.508
Si 3.945 0.263 -0.563
C 3.285 -1.253 0.424
C 2.752 -2.494 -0.540
C 2.054 -3.728 0.298
C 3.224 -4.398 1.230
C 2.816 -4.619 2.806
C 1.996 -3.375 3.490
C 0.373 -3.575 3.585
O -0.083 -4.969 3.693
C -0.598 -5.479 2.399
S 2.371 0.750 -2.025
C 0.673 0.323 -1.309
C 0.021 1.696 -0.639
O 0.874 2.580 -0.104
O -1.445 1.849 -0.722
C -2.038 2.169 0.586
C -3.027 1.016 1.204
C -2.498 -0.535 0.959
O -4.427 1.240 0.792
C -4.676 0.799 -0.589
O -4.365 1.580 -1.657
C -5.398 -0.642 -0.902
S -4.826 -1.307 -2.558
P 5.787 -0.093 -1.703
C 6.104 1.305 -3.012
C 6.889 2.593 -2.367
C 5.764 -1.743 -2.665
C 4.673 -1.771 -3.923
H 4.129 0.112 4.867
H 3.199 0.805 3.151
H 6.460 0.013 3.385
H 6.711 1.228 0.694
H 4.596 4.204 0.506
H 5.546 5.369 1.643
H 3.469 3.415 3.185
H 4.164 5.152 3.609
H 2.021 4.717 1.158
H 1.636 5.290 2.956
H 3.979 7.041 1.640
H 2.256 7.184 0.795
H 2.469 7.595 2.635
H 4.087 -1.579 1.213
H 2.314 -0.881 1.010
H 2.106 -2.106 -1.452
H 3.738 -2.950 -1.030
H 1.068 -3.444 0.859
H 1.740 -4.541 -0.518
H 3.436 -5.482 0.784
H 4.223 -3.799 1.102
H 2.308 -5.672 2.919
H 3.848 -4.700 3.400
H 2.173 -2.432 2.781
H 2.377 -3.050 4.549
H 0.031 -3.039 4.595
H -0.208 -3.052 2.705
H -1.309 -4.733 1.838
H -1.259 -6.434 2.658
H 0.239 -5.849 1.663
H -0.026 0.033 -2.231
H 0.684 -0.596 -0.579
H -2.707 3.143 0.431
H -1.256 2.448 1.423
H -3.011 1.167 2.388
H -2.054 -0.722 -0.110
H -1.706 -0.771 1.810
H -3.406 -1.277 1.163
H -5.238 -1.454 -0.068
H -6.567 -0.420 -0.971
H -3.517 -1.846 -2.477
H 6.822 0.825 -3.829
H 5.094 1.655 -3.488
H 7.982 2.357 -2.015
H 6.904 3.450 -3.194
H 6.271 3.052 -1.461
H 6.831 -1.835 -3.192
H 5.686 -2.711 -1.978
H 4.147 -2.816 -4.053
H 5.290 -1.599 -4.931
H 3.888 -0.900 -3.867
C -0.745 4.936 -2.746
C 0.537 4.974 -3.590
C 1.526 6.074 -3.216
F 1.000 7.313 -3.344
F 2.613 6.039 -4.033
F 0.202 5.033 -4.907
F 1.165 3.767 -3.424
O -1.891 5.593 -3.300
C -1.947 7.003 -3.090
C -1.825 7.807 -4.391
F -0.684 7.510 -5.063
F -1.788 9.143 -4.140
F -1.021 7.349 -2.164
F -3.156 7.244 -2.514
H -1.043 3.885 -2.684
H -0.570 5.231 -1.704
H 1.881 5.952 -2.188
H -2.667 7.604 -5.056
C -1.014 -10.133 2.706
C -1.532 -11.578 2.683
C -0.484 -12.636 2.355
F 0.073 -12.457 1.135
F -1.044 -13.876 2.336
F -2.598 -11.656 1.843
F -2.028 -11.848 3.932
O -1.207 -9.369 1.510
C -0.227 -9.570 0.492
C -0.799 -10.234 -0.767
F -1.388 -11.424 -0.486
F 0.182 -10.493 -1.672
F 0.824 -10.244 1.018
F 0.244 -8.331 0.183
H -1.605 -9.604 3.460
H 0.018 -10.063 3.072
H 0.316 -12.646 3.102
H -1.546 -9.594 -1.240
C -8.070 3.652 -1.314
C -8.429 4.964 -2.026
C -7.498 6.136 -1.731
F -7.468 6.460 -0.418
F -7.913 7.254 -2.387
F -9.724 5.277 -1.754
F -8.385 4.717 -3.373
O -8.771 3.376 -0.096
C -8.240 4.005 1.069
C -9.190 5.049 1.671
F -9.521 6.008 0.769
F -8.611 5.691 2.720
F -7.014 4.504 0.783
F -8.032 3.004 1.968
H -8.372 2.843 -1.986
H -6.986 3.519 -1.200
H -6.477 5.921 -2.059
H -10.113 4.583 2.018

- Orbital gap: 7.94 eV

=====

Molecular formula: C40H63N10O5SSbY
Method: DFT, ωB97M-V with the def2-TZVPD basis set

Positions of all 121 atoms, in Å:
Y -0.345 -0.125 0.111
N 1.261 1.936 -0.601
C 0.859 2.439 -1.924
C 1.900 3.299 -2.655
C 3.372 2.883 -2.536
C 3.727 1.507 -3.105
N 3.157 1.282 -4.429
C 3.668 1.639 -5.577
N 4.933 2.075 -5.688
N 2.904 1.562 -6.681
C 0.323 1.245 -2.739
O 0.568 1.140 -3.951
O -0.384 0.434 -2.072
H 1.350 2.692 0.068
H 2.154 1.463 -0.663
H -0.028 3.052 -1.752
H 1.823 4.321 -2.280
H 1.617 3.336 -3.707
H 3.685 2.897 -1.489
H 3.973 3.644 -3.041
H 3.345 0.698 -2.483
H 4.808 1.360 -3.129
H 2.140 1.126 -4.412
H 5.551 2.011 -4.900
H 5.349 2.203 -6.592
H 1.929 1.333 -6.584
H 3.242 1.855 -7.578
C -3.408 6.352 1.068
O -2.625 6.138 2.239
C -1.965 4.971 2.349
C -1.245 4.806 3.554
C -0.547 3.652 3.742
C -0.510 2.614 2.777
C 0.238 1.406 3.047
C 0.909 1.204 4.381
O 0.357 0.492 2.221
C -1.243 2.784 1.567
O -1.301 1.886 0.638
C -1.964 3.990 1.380
H -3.884 7.318 1.197
H -4.169 5.579 0.961
H -2.781 6.371 0.175
H -1.262 5.598 4.291
H 0.004 3.530 4.667
H 1.703 1.942 4.521
H 1.350 0.211 4.399
H 0.203 1.317 5.205
H -2.511 4.089 0.453
C -3.306 0.469 -3.222
Sb -3.382 0.089 -1.122
C -4.952 1.478 -0.676
C -4.738 -1.576 -1.241
H -4.293 0.346 -3.668
H -2.594 -0.225 -3.666
H -2.947 1.485 -3.396
H -5.590 1.563 -1.556
H -4.569 2.466 -0.404
H -5.532 1.079 0.159
H -5.763 -1.204 -1.290
H -4.614 -2.217 -0.368
H -4.510 -2.154 -2.137
C 4.255 -1.207 3.356
C 3.945 0.017 2.781
C 3.134 0.084 1.652
C 2.612 -1.065 1.064
C 2.939 -2.289 1.656
C 3.742 -2.365 2.783
N 1.791 -1.020 -0.107
C 2.482 -1.446 -1.259
C 1.816 -1.631 -2.489
C 2.498 -1.994 -3.642
C 3.876 -2.194 -3.643
C 4.555 -2.016 -2.445
C 3.884 -1.650 -1.283
H 4.887 -1.260 4.233
H 4.338 0.931 3.210
H 2.895 1.055 1.236
H 2.548 -3.198 1.209
H 3.970 -3.332 3.218
H 0.747 -1.479 -2.545
H 1.932 -2.121 -4.560
H 4.400 -2.489 -4.545
H 5.629 -2.167 -2.403
H 4.460 -1.514 -0.378
C -4.145 0.612 4.534
C -4.194 1.138 3.117
N -3.310 0.356 2.254
C -2.703 -0.822 2.601
N -1.719 -1.249 1.860
C -1.070 -2.502 2.246
C -1.100 -2.716 3.744
C -2.551 -2.693 4.179
N -3.176 -1.458 3.711
C -4.292 -0.897 4.468
H -4.939 1.058 5.132
H -3.185 0.857 4.995
H -3.889 2.183 3.061
H -5.220 1.075 2.747
H -2.767 0.887 1.583
H -0.032 -2.474 1.892
H -1.549 -3.343 1.736
H -0.558 -1.903 4.237
H -0.629 -3.660 4.022
H -2.642 -2.724 5.264
H -3.075 -3.567 3.780
H -4.279 -1.347 5.459
H -5.250 -1.156 4.003
C 1.854 -5.124 -0.876
N 0.840 -4.075 -0.888
C -0.455 -4.104 -1.216
S -1.362 -2.669 -1.060
N -1.077 -5.201 -1.668
C -0.537 -6.488 -2.098
H 2.676 -4.770 -0.257
H 2.249 -5.337 -1.868
H 1.475 -6.036 -0.426
H 1.162 -3.134 -0.703
H -2.054 -5.034 -1.841
H -0.251 -7.122 -1.262
H 0.308 -6.368 -2.771
H -1.327 -6.997 -2.645

- Orbital gap: 7.24 eV
- Charge: +1